The following is a DFT calculation (the ωB97M-V functional and the def2-TZVPD basis) of a structure of composition C29H43Cl7GdN3O4Si in a non-equilibrium geometry.

Each line ends with the Mulliken spin population.
Positions of all 88 atoms, in Å:
C  -2.04471  -3.86823  -2.45825  0.00
C  -0.69914  -4.51997  -2.34863  0.00
H  -2.32906  -3.78857  -3.51875  0.00
H  -1.98515  -2.86878  -2.00835  0.00
H  -2.84378  -4.43462  -1.94593  0.00
C  -0.28887  -5.49241  -3.18447  0.00
C  -1.08012  -6.10448  -4.29161  0.00
H  0.72497  -5.88412  -3.11284  0.00
H  -1.48974  -5.33481  -4.96309  0.00
H  -1.90719  -6.73126  -3.92456  0.00
H  -0.41802  -6.75902  -4.88143  0.00
Gd  -1.77924  1.55954  0.60464  6.55
Cl  -1.87840  -0.98393  0.77851  0.08
C  0.69200  0.90314  2.62604  0.00
O  0.27458  1.51873  1.60517  0.04
N  1.98217  0.90006  2.93323  0.00
C  2.94826  1.58223  2.06419  0.00
C  2.52411  -0.00894  3.92472  0.00
H  0.01651  0.35994  3.31329  0.00
H  2.65617  2.63571  1.94540  0.00
H  3.01858  1.10445  1.07640  0.00
H  3.91840  1.51409  2.56744  0.00
H  1.79593  -0.14166  4.72333  0.00
H  3.44717  0.41213  4.33094  0.00
H  2.74756  -0.99463  3.49987  0.00
H  0.59376  6.22506  2.30015  0.00
H  -1.85064  7.02262  3.27891  0.00
C  0.07524  6.24883  1.33388  0.00
C  -2.16518  6.94928  2.23542  0.00
N  -1.35224  5.99096  1.51008  0.00
H  0.52436  5.52086  0.65219  0.00
C  -1.93436  4.86977  1.11063  -0.01
O  -1.30903  3.87766  0.66188  0.06
H  -3.18224  6.56294  2.17197  0.00
H  -3.02868  4.85652  1.21118  0.00
H  0.19839  7.25919  0.92899  0.00
H  -2.10417  7.93460  1.77477  0.00
H  -3.24871  3.22498  -3.88007  0.00
H  -1.87488  0.47036  -3.45433  0.00
C  -2.22631  3.36951  -4.27379  0.00
C  -1.16675  1.11177  -4.00806  0.00
N  -1.26115  2.50933  -3.59320  0.00
H  -1.92341  4.41333  -4.09531  0.00
C  -0.90670  2.86906  -2.34731  0.00
O  -0.66575  2.07152  -1.40890  0.03
H  -0.14676  0.74502  -3.83802  0.00
H  -0.90986  3.95980  -2.18893  0.00
H  -2.22770  3.17705  -5.35261  0.00
H  -1.39786  1.03129  -5.07673  0.00
O  0.41977  -2.59878  -1.47101  0.00
C  0.21281  -4.00900  -1.24765  0.00
C  2.48702  -4.77329  -2.10643  0.00
C  1.49825  -4.80169  -1.12764  0.00
H  2.31714  -4.19730  -3.00998  0.00
C  3.68259  -5.47331  -1.91052  0.00
H  -0.35555  -4.07794  -0.30943  0.00
C  1.66983  -5.58383  0.01326  0.00
H  4.48795  -5.33631  -2.63412  0.00
C  3.80920  -6.32692  -0.81307  0.00
C  2.81000  -6.37477  0.16916  0.00
H  0.88682  -5.53470  0.76959  0.00
H  4.70325  -6.94691  -0.72780  0.00
H  2.91991  -7.02405  1.04551  0.00
Si  1.76994  -1.64151  -1.13938  0.00
Cl  -3.69851  1.74542  -1.36311  0.04
C  2.99791  -1.67371  -2.55163  0.00
C  2.61613  -2.15933  0.42920  0.00
C  1.21113  0.09730  -1.04810  0.00
H  3.62133  -2.57399  -2.51961  0.00
H  3.66574  -0.80359  -2.45583  0.00
H  2.51755  -1.62965  -3.53928  0.00
H  0.79554  0.41550  -1.99564  0.00
H  1.98809  0.80605  -0.76312  0.00
H  0.41151  0.07572  -0.31518  0.01
H  2.93386  -3.20799  0.38000  0.00
H  1.96078  -2.04654  1.30108  0.00
H  3.51463  -1.55142  0.59825  0.00
Cl  -4.39084  1.49955  2.21732  0.01
C  -3.52514  2.14299  3.57389  -0.02
C  -2.21096  2.47421  3.37116  0.18
C  -1.52357  3.12730  4.36213  0.01
Cl  0.08742  3.67819  4.09217  0.01
C  -2.12433  3.36216  5.63554  0.01
Cl  -1.26061  4.18906  6.85444  0.00
C  -3.43875  2.91310  5.87611  -0.01
Cl  -4.11581  3.02962  7.43423  0.00
C  -4.14959  2.28255  4.82915  0.01
Cl  -5.71477  1.66188  5.08831  0.00

Output
charge	0
LUMO (spin up / spin down)	0.227 / -2.354	eV
E_HOMO (spin up / spin down)	-0.315 / -0.295	Eh
gap between HOMO and LUMO (spin up / spin down)	0.324 / 0.208	Eh
2S+1	8


The following is a DFT calculation (the ωB97M-V functional and the def2-TZVPD basis) of a structure of composition C29H43Cl7N3O4RuSi in a non-equilibrium geometry.

Each line ends with the Mulliken spin population.
Positions of all 88 atoms, in Å:
C  3.15445  -2.31665  -5.91950  0.00
C  2.77698  -1.62239  -7.18160  0.00
H  2.74331  -3.33032  -5.93821  0.00
H  2.75869  -1.77996  -5.04970  0.00
H  4.24313  -2.39866  -5.79760  0.00
C  2.92955  -2.18358  -8.40559  0.00
C  3.36789  -3.58035  -8.67515  0.00
H  2.79290  -1.56882  -9.29358  0.00
H  2.88200  -4.28057  -7.99063  0.00
H  4.45226  -3.71030  -8.59568  0.00
H  3.12290  -3.87743  -9.70403  0.00
Ru  1.16859  1.07641  -1.78950  3.97
Cl  2.32945  1.85597  -3.52346  0.40
C  -0.35916  3.27749  -2.67767  0.01
O  -0.63952  2.04989  -2.39531  0.13
N  -1.29439  4.10751  -3.13570  0.01
C  -2.69349  3.70305  -3.12995  0.00
C  -0.91423  5.36264  -3.78508  0.00
H  0.64363  3.67256  -2.56354  -0.03
H  -2.96124  3.28918  -2.14768  0.00
H  -2.89059  2.95533  -3.91531  0.00
H  -3.29003  4.60058  -3.33237  0.00
H  -0.07214  5.82676  -3.26417  0.00
H  -1.77150  6.04670  -3.76896  0.00
H  -0.61676  5.19967  -4.83140  0.00
H  -2.38096  1.52945  1.25243  0.00
H  -0.42253  1.06411  3.48484  0.00
C  -2.30020  0.43668  1.26874  0.00
C  -0.71360  0.05678  3.15070  0.00
N  -0.96307  0.02518  1.70944  0.02
H  -2.53033  0.01812  0.28651  0.00
C  0.06033  -0.05363  0.84979  0.02
O  -0.07583  0.13578  -0.39574  0.08
H  0.08792  -0.64457  3.40246  0.00
H  1.03870  -0.33734  1.28976  0.00
H  -2.99536  0.04853  2.01764  0.00
H  -1.64006  -0.22277  3.65946  0.00
H  -0.06340  -4.74646  -0.14575  0.00
H  -0.31143  -3.20114  -3.07974  0.00
C  -1.10723  -4.76591  -0.48175  0.00
C  -1.16118  -3.82517  -2.77520  0.00
N  -1.40909  -3.65347  -1.36631  0.00
H  -1.75174  -4.68695  0.39992  0.00
C  -1.95371  -2.49364  -0.89731  0.00
O  -2.54215  -1.65106  -1.57980  0.00
H  -2.01163  -3.49196  -3.36899  0.00
H  -1.79911  -2.37064  0.20742  0.00
H  -1.28564  -5.69047  -1.03499  0.00
H  -0.91567  -4.86521  -2.97017  0.00
O  1.49766  0.10501  -5.86832  0.01
C  2.35203  -0.13991  -6.98302  0.00
C  0.98518  0.00774  -9.14253  0.00
C  1.85403  0.59174  -8.22056  0.00
H  0.71400  -1.05274  -9.03282  0.00
C  0.44605  0.79701  -10.16215  0.00
H  3.29770  0.35886  -6.69019  0.00
C  2.22810  1.94067  -8.32932  0.00
H  -0.27458  0.34341  -10.83776  0.00
C  0.80680  2.14059  -10.28215  0.00
C  1.72555  2.69996  -9.38595  0.00
H  2.85878  2.36515  -7.54037  0.00
H  0.38986  2.74112  -11.08686  0.00
H  2.02315  3.74112  -9.46191  0.00
Si  -0.33537  -0.06371  -5.40533  0.01
Cl  0.35409  -1.46850  -4.08557  0.02
C  -1.24727  -0.66149  -6.94808  0.00
C  -0.34835  1.84719  -5.77365  0.00
C  -2.08031  -0.12004  -4.38041  -0.01
H  -1.16285  0.10764  -7.73224  0.00
H  -2.32318  -0.79198  -6.73112  0.00
H  -0.81203  -1.60601  -7.30451  0.00
H  -2.96274  0.22743  -4.95892  0.00
H  -1.96438  0.54623  -3.50662  0.01
H  -2.36676  -1.12034  -3.99970  0.00
H  -0.19317  1.99269  -6.85589  0.00
H  0.49550  2.35138  -5.27780  0.00
H  -1.30149  2.32979  -5.50763  0.00
Cl  3.41251  0.23676  -0.99078  0.11
C  3.11376  1.62213  0.04690  -0.04
C  1.84323  2.13880  -0.19956  0.28
C  1.26577  3.07179  0.65556  -0.02
Cl  -0.41681  3.42923  0.52539  0.01
C  2.05464  3.66303  1.66358  -0.01
Cl  1.36958  4.89794  2.62780  0.00
C  3.38669  3.20062  1.85616  0.03
Cl  4.32739  3.89652  3.10046  0.00
C  3.91568  2.12810  1.07977  -0.03
Cl  5.43527  1.39832  1.44073  0.00

Output
charge	0
LUMO (spin up / spin down)	-0.246 / -2.282	eV
E_HOMO (spin up / spin down)	-0.245 / -0.245	Eh
ΔE to the lowest compared entry with this formula, charge and spin	38.3	kcal per mole
gap between HOMO and LUMO (spin up / spin down)	0.236 / 0.161	Eh
2S+1	6